# C5H4O2Tm

A molecular structure, C5H4O2Tm at a distorted geometry (ωB97M-V/def2-TZVPD, the Open Molecules 2025 dataset).

* HOMO level (spin up / spin down): -22.08 / -22.08 eV
* net charge: +3
* HOMO-LUMO gap (spin up / spin down): 8.34 / 6.62 eV
* spin multiplicity: 3
* lowest unoccupied orbital energy (spin up / spin down): -0.50488 / -0.56811 Eh

Geometry as XYZ:
```
12
Properties=species:S:1:pos:R:3:mulliken_charge:R:1
O 0.865 -1.533 0.803 -0.01
C 0.668 -0.610 1.422 0.62
C 0.421 0.532 2.155 -0.33
C 1.292 1.563 2.046 0.19
C 2.057 2.511 2.497 -0.60
H -0.367 0.462 2.914 0.42
H 3.048 2.273 2.893 0.37
H 1.897 3.539 2.160 0.37
C 2.858 1.938 -0.590 -0.14
O 3.098 0.857 -1.179 -0.27
Tm 5.208 1.792 -1.151 1.98
H 1.857 2.389 -0.784 0.41
```

=====

# C30H39N3O3

2 unconnected molecules or ions with the total composition C30H39N3O3 at a distorted geometry (ωB97M-V/def2-TZVPD, the Open Molecules 2025 dataset).

* HOMO level: -5.53 eV
* HOMO-LUMO gap: 3.06 eV
* energy above the lowest of the compared OMol25 structures with the same formula, charge and spin: 142.45 kJ/mol
* lowest unoccupied orbital energy: -0.09099 Eh

Geometry as XYZ:
```
75
Properties=species:S:1:pos:R:3:mulliken_charge:R:1
C -0.375 4.684 -0.778 -1.54
C 0.542 4.253 0.302 0.34
C -0.102 3.977 1.553 0.67
C 0.655 3.652 2.802 -0.82
O -1.324 4.017 1.618 -0.76
C 1.959 4.127 0.111 0.99
C 2.611 4.398 -1.210 -1.17
O 2.705 3.788 1.018 -0.76
H 0.108 4.848 -1.736 0.27
H -1.152 3.934 -0.920 0.13
H -0.872 5.610 -0.492 0.36
H 1.730 3.580 2.642 0.32
H 0.481 4.426 3.550 0.27
H 0.311 2.702 3.210 0.01
H 1.922 4.691 -1.995 0.29
H 3.342 5.200 -1.102 0.28
H 3.134 3.507 -1.557 0.23
C -0.023 -5.409 1.818 -1.03
N -0.534 -4.050 1.819 0.31
C -1.327 -3.580 2.843 0.19
O -1.700 -4.212 3.807 -0.67
C -1.630 -2.121 2.536 0.33
C -1.058 -1.178 3.596 -1.18
C -1.641 -1.380 4.963 0.34
C -2.802 -0.728 5.345 -0.30
C -3.374 -0.972 6.578 -0.68
C -2.793 -1.878 7.441 -0.42
C -1.638 -2.535 7.073 -0.78
C -1.066 -2.282 5.844 -0.15
N -1.041 -1.847 1.191 0.42
C -1.152 -0.665 0.498 0.24
C -0.581 -0.488 -0.734 0.71
C -0.637 0.652 -1.516 -0.61
C -0.023 0.750 -2.789 1.16
C -0.144 1.938 -3.535 -0.90
C 0.439 2.059 -4.767 -0.19
C 1.171 1.000 -5.323 -0.35
N 1.785 1.133 -6.614 0.27
C 3.155 1.632 -6.748 -1.00
C 1.069 0.758 -7.834 -0.99
C 1.293 -0.188 -4.591 -0.24
C 0.713 -0.312 -3.359 -0.89
C -0.319 -3.080 0.711 0.21
C 1.178 -2.818 0.570 -1.53
C -0.981 -3.642 -0.546 -1.58
H -0.305 -5.908 2.742 0.40
H -0.430 -5.969 0.978 0.31
H 1.063 -5.400 1.742 0.33
H -2.718 -1.998 2.466 0.32
H 0.027 -1.312 3.638 0.47
H -1.216 -0.144 3.281 0.63
H -3.260 -0.029 4.666 0.42
H -4.280 -0.462 6.864 0.39
H -3.252 -2.089 8.393 0.38
H -1.192 -3.259 7.736 0.38
H -0.184 -2.817 5.536 0.35
H -1.710 0.141 0.938 0.63
H -0.042 -1.318 -1.136 -0.99
H -1.177 1.502 -1.144 0.27
H -0.715 2.750 -3.122 0.35
H 0.339 2.970 -5.329 0.49
H 3.561 1.853 -5.762 0.29
H 3.787 0.885 -7.225 0.32
H 3.172 2.543 -7.345 0.33
H 0.075 0.393 -7.576 0.29
H 0.963 1.618 -8.493 0.32
H 1.603 -0.029 -8.363 0.32
H 1.853 -1.004 -5.013 0.46
H 0.821 -1.234 -2.820 0.34
H 1.580 -2.507 1.533 0.34
H 1.703 -3.717 0.250 0.47
H 1.402 -2.032 -0.146 0.40
H -2.021 -3.882 -0.325 0.39
H -0.977 -2.943 -1.378 0.40
H -0.482 -4.551 -0.877 0.46
```

=====

# C3GdO3

A molecular structure, C3GdO3 at a distorted geometry (ωB97M-V/def2-TZVPD, the Open Molecules 2025 dataset).

* HOMO level (spin up / spin down): -32.85 / -32.84 eV
* net charge: +5
* HOMO-LUMO gap (spin up / spin down): 5.18 / 4.05 eV
* spin multiplicity: 8
* lowest unoccupied orbital energy (spin up / spin down): -1.01688 / -1.05812 Eh

Geometry as XYZ:
```
7
Properties=species:S:1:pos:R:3:mulliken_charge:R:1
O -2.062 -1.181 -0.638 0.25
C -3.177 -1.550 -0.839 0.64
O 1.397 -1.072 -0.292 0.12
C 0.266 -1.062 -0.376 0.86
C -1.045 -0.426 -0.212 0.11
O 2.109 1.357 0.698 0.32
Gd 2.512 3.935 1.659 2.70
```

=====

# C22H60O8

8 unconnected molecules or ions with the total composition C22H60O8 at a distorted geometry (ωB97M-V/def2-TZVPD, the Open Molecules 2025 dataset).

* HOMO level: -9.67 eV
* HOMO-LUMO gap: 10.19 eV
* energy above the lowest of the compared OMol25 structures with the same formula, charge and spin: 195.31 kJ/mol
* SMILES string: CC(C)O.CC(C)O.CC(C)O.CC(C)O.CCOCC.CCO.CCO.CCO
* lowest unoccupied orbital energy: 0.01916 Eh

Geometry as XYZ:
```
90
Properties=species:S:1:pos:R:3:mulliken_charge:R:1
C -3.235 -3.978 0.194 -1.12
C -4.143 -2.972 0.853 1.34
C -5.567 -3.526 1.058 -1.35
O -3.518 -2.587 2.087 -0.55
H -3.195 -4.915 0.754 0.43
H -2.206 -3.616 0.137 -0.03
H -3.564 -4.226 -0.817 0.39
H -4.238 -2.046 0.275 -0.49
H -5.630 -4.575 1.331 0.31
H -6.158 -3.291 0.173 0.37
H -5.997 -2.906 1.853 0.39
H -4.189 -2.174 2.641 0.31
C 0.438 0.602 -4.947 -0.47
C -0.579 0.952 -6.058 0.12
C -1.103 -0.326 -6.706 -1.26
O -1.672 1.623 -5.416 -0.60
H 1.439 0.396 -5.334 0.47
H 0.059 -0.285 -4.435 -0.29
H 0.580 1.395 -4.209 0.23
H -0.145 1.692 -6.725 0.43
H -1.784 -0.865 -6.056 0.34
H -0.258 -0.965 -6.978 0.33
H -1.560 -0.038 -7.655 0.34
H -2.149 0.921 -4.952 0.34
C 4.367 1.228 3.002 -1.07
C 3.582 0.813 4.260 0.91
C 2.813 -0.480 4.031 -0.74
O 4.518 0.721 5.331 -0.58
H 3.705 1.617 2.232 -0.01
H 4.876 0.329 2.649 0.33
H 5.093 1.967 3.336 0.40
H 2.886 1.637 4.452 -0.15
H 2.396 -0.865 4.961 0.32
H 3.454 -1.241 3.585 0.40
H 2.015 -0.227 3.327 -0.11
H 4.048 0.907 6.150 0.32
C 0.898 -2.913 -1.032 -1.22
C 0.919 -2.069 -2.325 1.56
C 2.382 -1.689 -2.680 -1.24
O 0.331 -2.747 -3.418 -0.59
H 1.576 -3.767 -1.075 0.47
H -0.106 -3.316 -0.879 0.25
H 1.170 -2.213 -0.242 0.22
H 0.401 -1.148 -2.053 -0.52
H 3.021 -2.549 -2.469 0.38
H 2.796 -0.831 -2.152 0.10
H 2.307 -1.507 -3.752 0.34
H 0.697 -3.639 -3.400 0.33
C -0.871 -0.563 1.911 -1.03
C -0.134 0.519 1.152 -0.30
O -0.413 0.353 -0.222 0.02
C -0.090 1.455 -1.047 1.10
C -1.003 2.664 -1.048 -1.57
H -0.465 -1.552 1.688 0.21
H -0.781 -0.469 2.994 0.21
H -1.917 -0.578 1.614 0.36
H -0.404 1.516 1.533 0.32
H 0.966 0.509 1.258 0.19
H 0.931 1.733 -0.743 -0.26
H 0.050 1.065 -2.058 -0.61
H -0.818 3.443 -0.311 0.41
H -2.051 2.384 -0.901 0.28
H -1.014 3.082 -2.058 0.41
C -4.262 0.420 -1.438 -1.32
C -3.177 -0.563 -1.875 0.28
O -2.496 -0.038 -3.054 -0.53
H -4.007 1.474 -1.552 0.42
H -4.579 0.218 -0.414 0.30
H -5.101 0.301 -2.128 0.37
H -3.684 -1.429 -2.300 0.41
H -2.371 -0.712 -1.162 -0.07
H -1.602 0.210 -2.807 0.23
C -0.096 1.312 5.880 -0.95
C 1.090 1.776 6.690 -0.24
O 1.677 0.799 7.537 -0.55
H -0.438 2.140 5.262 0.32
H -0.956 1.082 6.518 0.41
H 0.128 0.388 5.344 0.10
H 0.728 2.595 7.333 0.42
H 1.783 2.284 6.010 0.21
H 2.251 1.281 8.139 0.32
C 2.916 3.430 -0.140 -0.81
C 3.857 2.788 -1.158 0.27
O 4.248 3.795 -2.104 -0.55
H 2.416 2.705 0.501 0.02
H 2.144 3.861 -0.782 0.35
H 3.477 4.170 0.422 0.38
H 3.405 1.957 -1.707 -0.12
H 4.777 2.420 -0.690 0.24
H 4.112 3.464 -2.992 0.31
```

=====

# C2H13NO5

5 unconnected molecules or ions with the total composition C2H13NO5 at a distorted geometry (ωB97M-V/def2-TZVPD, the Open Molecules 2025 dataset).

* HOMO level: -9.30 eV
* HOMO-LUMO gap: 9.90 eV
* energy above the lowest of the compared OMol25 structures with the same formula, charge and spin: 221.25 kJ/mol
* SMILES string: CNC=O.O.O.O.O
* lowest unoccupied orbital energy: 0.02200 Eh

Geometry as XYZ:
```
21
Properties=species:S:1:pos:R:3:mulliken_charge:R:1
C -0.435 -1.446 0.302 0.06
N 0.549 -2.229 -0.511 -0.29
C 1.550 -1.454 -1.129 0.00
O 1.639 -0.274 -0.926 -0.46
H -0.024 -0.933 1.171 -0.01
H -1.245 -2.140 0.427 0.36
H -0.729 -0.613 -0.392 -0.15
H 0.820 -3.126 -0.130 0.22
H 2.020 -2.083 -1.906 0.36
O -1.061 1.153 -0.703 -0.64
H -0.897 2.088 -0.537 0.28
H -1.007 0.996 -1.658 0.29
O 0.527 3.208 1.016 -0.64
H 0.702 3.356 1.955 0.31
H 0.999 2.361 0.935 0.32
O -3.053 -0.029 -1.584 -0.54
H -3.005 -0.915 -1.946 0.29
H -3.816 0.450 -1.906 0.28
O 1.138 0.166 2.911 -0.63
H 0.396 -0.256 3.350 0.30
H 1.992 -0.120 3.251 0.30
```